59
Properties=species:S:1:pos:R:3:forces:R:3:nbo_charge:R:1 method="wB97M-V/def2-TZVPD" gap_ev=7.2 homo_ev=-13.5 fmax_ev_per_a=4.4 total_charge=+2 de_lowest_ev=0.000
Bi -11.850275 -12.663211 6.294740 -0.08 -0.16 -0.30 1.848
C -11.525514 -11.380841 1.593786 0.45 -0.34 0.12 -0.697
C -11.831666 -11.633664 3.039941 1.79 -3.84 1.18 0.306
N -11.381702 -12.672338 3.786843 -0.34 1.96 -3.14 -0.294
N -10.586447 -13.636930 3.135332 -0.96 1.81 -0.17 -0.437
C -10.145849 -14.694316 3.827226 0.55 -0.84 0.52 0.346
N -9.398729 -15.586007 3.166367 -0.14 0.11 -0.16 -0.742
S -10.443619 -14.964590 5.496710 0.17 -0.22 -0.82 -0.227
C -12.741331 -10.766109 3.707710 -2.25 3.01 2.01 0.129
C -13.674006 -9.977715 2.963985 1.16 -1.06 0.47 -0.178
C -14.571556 -9.158334 3.629898 -0.06 0.04 0.90 -0.127
C -14.541181 -9.112097 5.039335 -0.18 0.08 -0.59 -0.201
C -13.602955 -9.878662 5.718613 0.30 -0.15 -0.68 0.071
N -12.707350 -10.652907 5.083156 -0.39 0.17 -1.25 -0.495
H -10.550856 -11.825992 1.345576 -0.29 0.32 -0.19 0.225
H -11.459990 -10.299779 1.429019 0.03 -0.31 -0.07 0.270
H -12.291136 -11.800842 0.924024 0.19 0.07 0.23 0.275
H -10.438533 -13.486339 2.126065 0.04 -0.56 0.85 0.410
H -9.216975 -15.492114 2.168452 -0.01 -0.21 0.46 0.414
H -9.078159 -16.418955 3.659962 -0.17 0.46 -0.33 0.446
H -13.661615 -10.071154 1.877115 -0.23 0.21 0.37 0.239
H -15.294890 -8.569649 3.067701 0.17 -0.14 0.17 0.254
H -15.238291 -8.501581 5.624701 0.27 -0.23 -0.44 0.250
H -13.584537 -9.874306 6.813182 0.16 -0.07 -0.38 0.210
O -15.758255 -14.133483 5.318179 2.54 0.43 1.28 -0.549
C -14.646290 -13.911533 5.824931 -2.19 0.64 -2.30 0.732
O -13.816813 -12.972330 5.373762 -0.37 -0.88 0.70 -0.863
C -14.172086 -14.699499 6.976350 1.05 -1.18 1.85 0.103
C -14.969477 -15.706353 7.555546 0.42 0.74 -0.59 -0.176
C -14.469581 -16.393632 8.649183 0.35 -0.33 0.44 -0.122
C -13.183283 -16.089984 9.144516 -0.39 -0.32 0.01 -0.216
C -12.437080 -15.113879 8.518756 -0.28 0.24 -0.38 0.042
N -12.919320 -14.428353 7.461706 -1.35 -0.59 0.03 -0.569
H -15.945074 -15.901611 7.102274 0.36 0.05 0.28 0.276
H -15.076511 -17.186687 9.108311 0.39 0.44 -0.15 0.252
H -12.729642 -16.597783 10.001839 -0.43 0.07 -0.36 0.252
H -11.433113 -14.866994 8.876118 -0.32 0.03 -0.22 0.222
C -13.648944 -9.394436 10.227063 0.08 0.05 0.04 -0.417
N -12.330804 -9.211496 9.594091 1.11 0.05 -0.56 -0.337
C -11.552790 -8.010153 9.608347 -1.20 -1.38 0.28 -0.029
C -10.413248 -8.276719 8.968819 0.51 -1.13 -0.50 -0.067
N -10.440937 -9.657494 8.553223 -1.44 0.97 0.82 -0.378
C -11.648923 -10.232957 8.940358 0.50 3.72 0.92 0.250
S -12.298253 -11.742759 8.822263 -0.54 -1.28 0.36 -0.194
C -9.337581 -10.301946 7.981526 1.39 -0.44 -0.79 0.383
C -8.037144 -9.814030 8.283393 -0.89 -0.53 -0.07 -0.251
C -6.954555 -10.430501 7.670704 0.06 -0.31 -0.41 -0.117
C -7.178873 -11.512972 6.779358 -0.10 0.56 0.53 -0.240
C -8.487422 -11.911991 6.573396 -0.37 -0.11 -0.01 0.040
N -9.569023 -11.317144 7.136761 0.93 0.64 0.44 -0.504
H -14.067286 -8.408035 10.472658 0.18 -0.37 -0.22 0.236
H -13.548836 -9.974149 11.154360 0.03 0.14 -0.28 0.237
H -14.309280 -9.951440 9.544152 0.23 0.35 0.26 0.234
H -11.919729 -7.118339 10.116317 0.20 -0.36 -0.35 0.263
H -9.556529 -7.648394 8.738421 -0.44 -0.23 0.08 0.258
H -7.953227 -9.008758 9.021491 0.31 -0.45 -0.41 0.243
H -5.935578 -10.077076 7.875330 -0.50 -0.22 -0.09 0.252
H -6.366885 -12.040301 6.269859 -0.28 0.32 0.31 0.251
H -8.727259 -12.774249 5.927062 0.26 0.52 0.33 0.208

6
Properties=species:S:1:pos:R:3:forces:R:3:nbo_charge:R:1 method="wB97M-V/def2-TZVPD" gap_ev=7.2 homo_ev=1.0 fmax_ev_per_a=1.7 total_charge=-3 de_lowest_ev=2.543
Be -0.297135 0.120589 -0.023707 1.42 -0.94 0.19 1.417
Cl 1.344869 2.481606 -0.727696 -0.72 -0.73 -0.07 -0.882
Cl -2.325588 -1.805623 0.634645 0.70 1.05 -0.21 -0.871
Cl -0.309768 1.803642 2.449589 -0.35 -0.63 -0.66 -0.890
Cl 1.991222 -1.593061 0.440869 -0.90 0.65 -0.04 -0.886
Cl -0.403602 -1.007152 -2.773701 -0.17 0.59 0.78 -0.889

55
Properties=species:S:1:pos:R:3:forces:R:3:mulliken_spin:R:1 method="wB97M-V/def2-TZVPD" gap_ev="7.5 / 4.0" homo_ev="-16.3 / -16.5" multiplicity=3 fmax_ev_per_a=3.7 total_charge=+3
Au 1.531806 1.592667 4.224425 1.19 -1.54 -0.33 0.631
F -3.034493 1.547421 -1.236921 0.94 -0.93 -0.01 0.012
C -1.981597 0.694539 -1.091577 -0.15 1.48 2.24 0.122
C -1.225458 0.788284 0.071909 -0.98 0.55 -0.98 -0.042
C -0.066452 0.019435 0.271143 -0.55 0.77 1.41 0.135
C 0.686098 0.217712 1.529666 1.27 -1.65 -0.54 0.007
O 0.368289 1.158427 2.261210 -0.04 0.82 0.89 0.065
C 1.732637 -0.761423 1.765494 0.56 -0.81 -1.50 0.025
C 2.035538 -1.736512 0.771013 -2.40 0.55 -0.84 0.035
N 1.313259 -1.870639 -0.444643 0.95 2.53 2.50 0.014
C 1.965449 -2.405886 -1.594740 0.20 -2.20 -1.42 0.002
C 2.837987 -3.646956 -1.460843 -0.06 0.64 -1.07 0.000
C 1.473886 -3.797658 -2.082834 0.51 0.91 -0.55 0.003
C 0.256464 -0.938980 -0.649956 0.60 -2.46 -1.23 -0.016
C -0.556329 -1.100342 -1.764271 0.82 -0.65 -1.16 0.106
C -1.628751 -0.234322 -2.088928 -0.61 0.14 -0.74 0.197
N -2.223255 -0.291353 -3.328029 1.06 0.26 1.26 0.346
C -3.335921 0.577124 -3.691175 -0.95 0.77 -0.02 -0.031
C -3.934107 0.322191 -5.082640 -0.02 -0.77 0.02 0.005
N -2.877549 -0.028144 -6.113135 0.13 1.62 -0.71 -0.001
C -2.130685 -1.231335 -5.710481 -0.08 -1.01 0.49 0.008
C -1.510588 -1.080480 -4.297478 0.51 -1.43 -1.91 0.010
C 2.798696 -0.811639 2.864222 2.50 -2.04 0.98 -0.018
O 3.641834 -1.736489 2.847843 -2.36 1.66 -0.79 0.044
O 2.926683 0.082265 3.791852 -1.71 1.43 0.07 0.112
H -1.490374 1.494888 0.862281 -0.06 -0.13 -0.46 -0.004
H 2.770725 -2.520288 0.998459 0.04 0.76 -0.26 0.001
H 2.261937 -1.756989 -2.454607 -0.34 0.09 1.40 -0.001
H 3.036532 -4.114640 -0.487653 0.11 0.31 -0.65 0.000
H 3.615764 -3.575790 -2.257161 -0.22 -0.55 1.36 0.000
H 0.693724 -4.256079 -1.465941 0.25 0.02 -0.59 0.000
H 1.504897 -3.869941 -3.199368 -0.53 -0.44 1.25 0.000
H -0.336430 -1.885473 -2.506981 0.18 0.41 1.01 0.031
H -3.078464 1.658888 -3.558150 0.09 -0.91 -0.22 0.019
H -4.166326 0.386522 -2.988285 0.37 0.17 -0.19 0.013
H -4.484918 1.213917 -5.400416 0.16 -0.26 -0.04 0.000
H -4.617827 -0.556410 -5.095356 0.39 0.65 0.13 0.001
H -2.208007 0.761447 -6.264165 -0.60 -0.45 0.18 0.000
H -3.353525 -0.132828 -7.030201 0.32 -0.22 0.43 0.000
H -1.314825 -1.479005 -6.419701 -0.63 0.33 0.28 0.001
H -2.845648 -2.067452 -5.701817 0.15 0.33 -0.18 0.001
H -0.449622 -0.792931 -4.476370 -0.70 0.32 0.69 -0.010
H -1.502193 -2.124737 -3.944911 0.19 0.33 -0.08 0.010
C 2.632222 3.003867 8.617183 1.33 -0.19 0.96 0.000
O 1.365202 3.427372 8.015375 0.46 -0.78 -1.17 0.010
C 1.330672 2.962970 6.770619 1.88 -1.15 1.45 -0.007
O 2.065977 1.992202 6.413762 -1.81 1.50 -0.77 0.104
N 0.545493 3.703146 5.972970 -0.56 -0.10 -0.86 0.004
N 0.283191 3.214830 4.668693 -0.44 0.44 -0.19 0.055
H 2.877213 3.635597 9.476969 -0.80 -0.06 -0.12 0.000
H 3.416897 3.228379 7.885651 -0.14 -0.40 0.20 0.000
H 2.660122 1.928988 8.932971 -0.37 1.05 -0.53 0.000
H -0.041942 4.396292 6.424500 -0.12 0.03 -0.38 0.000
H 0.442296 3.895749 3.913761 0.20 0.24 0.79 0.000
H -0.676208 2.899604 4.536764 -0.16 0.01 0.48 0.000